Below is C16H16Cl3F5MoO as an isolated structure at a distorted geometry, with properties calculated with ωB97M-V/def2-TZVPD.

For the LUMO energy (spin up / spin down), the calculation gives 4.663 / 4.654 eV. Its spin multiplicity is 3. The HOMO energy (spin up / spin down) is 0.02815 / 0.03417 hartree. As for the gap between HOMO and LUMO (spin up / spin down): 3.90 / 3.72 eV. The energy above the lowest of the compared OMol25 structures with the same formula, charge and spin comes out at 49.8 kcal per mole. The expectation value of S² is 2.021. As for the charge: -2.

```
42
Properties=species:S:1:pos:R:3:forces:R:3:nbo_charge:R:1
C -0.95788 0.99807 -1.97036 0.901 -0.235 -0.343 -0.106
C -1.11490 -0.41518 -2.26472 -0.551 0.482 -0.988 -0.080
C 0.17344 -1.05848 -2.08564 0.697 0.185 -0.531 -0.168
C -2.32976 -1.10586 -2.74628 -0.473 -0.080 0.086 -0.752
C 1.10446 -0.04446 -1.62669 -0.102 0.108 -0.379 -0.124
C 0.40772 1.20998 -1.59699 -0.660 -0.529 -0.428 -0.044
C 1.04279 2.55066 -1.40376 -0.144 0.000 0.479 -0.626
C -2.00369 2.06678 -2.04645 -0.001 -0.057 -0.254 -0.617
C 0.49305 -2.48436 -2.39141 -0.368 -0.030 -0.454 -0.642
C 2.56154 -0.22132 -1.37614 0.165 -0.126 -0.016 -0.610
Mo -0.60871 -0.44335 -0.26332 0.802 1.025 0.855 0.503
Cl -2.30486 -3.15134 -0.96510 -0.589 -3.408 2.567 -0.686
Cl -2.65469 0.26868 0.52439 -1.839 0.394 0.924 -0.526
Cl 0.03544 -2.33029 0.97386 0.941 -0.819 1.284 -0.531
H -3.19747 -0.44952 -2.74629 -0.115 0.211 -0.279 0.185
H -2.56511 -2.04836 -1.98454 0.088 2.767 -2.499 0.264
H -2.13159 -1.54150 -3.71726 -0.203 -0.091 -0.692 0.169
H -0.31988 -3.14306 -2.05553 0.415 0.200 0.002 0.278
H 1.42010 -2.77614 -1.91559 0.249 -0.161 0.128 0.200
H 0.58040 -2.61947 -3.47360 0.224 -0.085 -0.219 0.171
H 2.75926 -1.13886 -0.81361 -0.012 0.162 0.054 0.226
H 2.95772 0.63303 -0.82115 0.062 -0.172 0.138 0.190
H 3.13276 -0.28520 -2.30664 0.111 -0.021 -0.217 0.175
H 1.99698 2.44013 -0.89423 0.134 0.134 0.231 0.195
H 0.39938 3.21897 -0.82426 0.094 -0.001 0.043 0.209
H 1.26149 3.06300 -2.34701 -0.126 -0.170 -0.138 0.196
H -2.99652 1.70429 -1.76983 0.202 -0.085 0.049 0.242
H -2.07204 2.46708 -3.06610 0.013 0.044 -0.038 0.181
H -1.76013 2.89535 -1.37840 -0.040 0.002 0.052 0.197
O 0.05873 1.49684 1.80780 -0.697 -1.332 0.846 -0.644
H 0.92636 1.70989 1.46545 0.502 -0.249 -0.474 0.492
F 2.48495 0.11040 2.10631 -0.714 -0.100 0.837 -0.317
C 1.46909 -0.09887 3.00167 -0.125 1.151 -0.678 0.287
C 0.18797 0.39827 2.67693 1.002 1.326 -0.975 0.223
C -0.84116 0.11960 3.54397 -0.909 0.572 0.829 0.315
F -2.11360 0.46013 3.33367 0.421 0.302 -0.056 -0.274
C -0.54984 -0.18399 4.86358 0.597 -0.328 0.035 0.275
F -1.50542 -0.06927 5.79076 -0.246 -0.323 0.148 -0.304
C 0.74383 -0.44423 5.26042 0.199 -0.045 -0.588 0.211
F 1.03314 -0.68608 6.54373 0.121 -0.135 0.432 -0.312
C 1.75736 -0.42415 4.30030 0.172 -0.314 0.108 0.298
F 3.03930 -0.64781 4.65812 -0.198 -0.166 0.119 -0.319
```
Forces are in eV/Å.